Record 1
A molecular structure, C36H50N8O10P2RbS in a non-equilibrium geometry. Source: the Open Molecules 2025 dataset; level of theory: the ωB97M-V functional and the def2-TZVPD basis.

Element x y z (Å)
Rb  -0.18468  0.92186  -0.37110
C  2.10314  2.78160  2.62831
N  0.77333  3.14574  2.17528
C  0.74981  4.27317  1.24224
C  -0.67045  4.63038  0.95224
N  -1.56502  3.79869  0.51602
C  -2.73206  4.52552  0.39187
C  -3.99585  4.13121  -0.03632
C  -4.99802  5.08306  -0.05673
C  -4.75818  6.40720  0.33275
C  -3.50580  6.82125  0.75091
C  -2.50283  5.86187  0.77153
N  -1.17127  5.89644  1.12898
C  3.04789  2.36598  1.53699
N  2.67982  1.85306  0.40904
C  3.84039  1.58533  -0.29137
C  4.01646  1.03648  -1.55758
C  5.31357  0.87969  -2.00970
C  6.41617  1.25793  -1.23228
C  6.25819  1.80715  0.02852
C  4.95494  1.96030  0.48227
N  4.41646  2.47036  1.64824
H  1.99337  1.93987  3.31780
H  2.53179  3.62148  3.18461
H  0.37448  2.34942  1.69145
H  1.24509  4.04697  0.28859
H  1.25477  5.12294  1.71047
H  -4.17364  3.10754  -0.34226
H  -5.99334  4.80158  -0.37640
H  -5.57135  7.12175  0.30747
H  -3.31866  7.84751  1.04405
H  -0.66482  6.69513  1.46274
H  3.15358  0.75229  -2.14600
H  5.48918  0.46151  -2.99288
H  7.41493  1.12762  -1.63012
H  7.11011  2.10640  0.62740
H  4.92938  2.81821  2.43611
C  -2.82810  1.47935  -4.23112
C  -3.44713  1.07397  -2.94008
N  -2.80617  0.59351  -1.89942
C  -3.73704  0.39536  -0.91650
C  -4.98146  0.74520  -1.38595
N  -4.77450  1.16748  -2.67365
C  -6.34083  0.70435  -0.81385
O  -6.41220  0.40150  0.45346
O  -7.30766  0.96279  -1.51127
C  -3.32290  -0.04865  0.45294
O  -4.19780  0.00759  1.36888
O  -2.14610  -0.42569  0.59293
H  -1.78217  1.72823  -4.06523
H  -3.33042  2.35278  -4.64747
H  -2.88857  0.67009  -4.96204
H  -5.51633  1.49060  -3.27152
H  -5.45284  0.18876  0.84222
C  3.39050  -4.08689  -2.71766
C  2.64017  -4.15965  -1.39713
C  3.49888  -4.74790  -0.29173
O  2.28232  -2.82761  -1.00581
P  0.86932  -2.12243  -1.24012
O  1.10274  -0.71353  -1.53616
C  -0.22019  -2.54468  0.14499
P  0.41976  -1.87667  1.69996
O  1.11975  -0.59080  1.67876
O  1.42515  -3.02868  2.25976
C  1.04298  -4.02306  3.22081
C  1.39466  -5.41434  2.71568
C  1.74669  -3.72753  4.53789
O  -0.83816  -2.00099  2.66347
C  -0.89776  -1.25126  3.90387
C  -1.74529  -2.07292  4.85876
C  -1.48245  0.13170  3.67803
O  0.16218  -2.96399  -2.40916
C  0.24800  -2.47237  -3.77438
C  0.18177  -3.68480  -4.68567
C  -0.87266  -1.48646  -4.04602
H  3.70988  -5.08442  -3.02294
H  4.26754  -3.44828  -2.60360
H  2.75788  -3.65780  -3.49501
H  1.73148  -4.75364  -1.53311
H  4.46851  -4.24736  -0.27332
H  3.64688  -5.81717  -0.44750
H  3.01395  -4.57251  0.66328
H  -0.38402  -3.61834  0.22173
H  -1.17580  -2.03147  -0.02883
H  -0.03597  -3.97220  3.37156
H  2.47485  -5.52758  2.61789
H  0.92849  -5.60643  1.74840
H  1.03034  -6.15264  3.43114
H  2.82828  -3.74537  4.39525
H  1.47326  -4.47511  5.28411
H  1.46446  -2.74139  4.90653
H  0.12127  -1.15147  4.29416
H  -2.74384  -2.18646  4.43440
H  -1.82771  -1.56601  5.82002
H  -1.31403  -3.06251  5.02248
H  -2.44647  0.05202  3.17764
H  -0.81620  0.72005  3.04914
H  -1.60442  0.64095  4.63578
H  1.20273  -1.95389  -3.90155
H  -0.78984  -4.17093  -4.58082
H  0.95863  -4.41038  -4.44060
H  0.30738  -3.37039  -5.72187
H  -1.84405  -1.97454  -3.93911
H  -0.77185  -1.09701  -5.06000
H  -0.82031  -0.65159  -3.34872
S  0.81160  2.83914  -5.24370
C  0.55145  2.79592  -3.63103
N  0.36862  2.76194  -2.47537

Atoms 1-6, force components in eV/Å:
-0.559 2.348 0.289
-0.070 -0.036 -0.069
0.143 0.009 -0.044
-0.045 -0.063 -0.024
-0.154 0.166 -0.030
0.199 -0.431 0.051

Calculated values
* HOMO: -0.1606 Eh
* frontier orbital gap: 6.17 eV
* ΔE to the lowest compared entry with this formula, charge and spin: 125.52 kJ/mol
* charge: -1

Mulliken population analysis, charges in e, atoms 1 to 2: number 1, Rb, carries 1.512; number 2, C, carries -1.263


Record 2
8 unconnected molecules or ions with the total composition C36H51N2O14S in a non-equilibrium geometry. Source: the Open Molecules 2025 dataset; level of theory: the ωB97M-V functional and the def2-TZVPD basis.

Element x y z (Å)
C  9.49662  -5.19841  -2.60572
C  8.21903  -4.89085  -2.67592
C  6.64923  -4.65777  -2.57063
C  5.59652  -5.83081  -2.24466
N  4.17863  -5.66293  -2.16384
N  3.69402  -4.44278  -2.39233
C  2.16804  -4.33692  -2.33934
C  1.57928  -4.51742  -3.82887
C  4.36663  -3.18821  -2.68356
S  3.56722  -1.55019  -2.98468
C  5.96636  -3.22304  -2.78900
H  10.65580  -5.21072  -2.59950
H  6.05080  -6.87904  -2.08800
H  1.80824  -3.40162  -1.77898
H  1.78339  -5.24851  -1.72406
H  1.82545  -5.61315  -4.14702
H  0.41851  -4.44988  -3.88488
H  2.04498  -3.82342  -4.62189
H  3.34736  -1.00090  -1.69916
H  6.61021  -2.29793  -3.00194
O  0.79088  -1.68929  -0.64094
C  0.58580  -0.50099  -0.51735
O  1.37733  0.33520  0.20692
C  0.78771  1.64115  0.23137
C  -0.12292  1.68727  -0.97000
C  -0.58205  0.25102  -1.08967
H  0.24185  1.75973  1.17218
H  1.57096  2.39997  0.17926
H  -0.94092  2.40085  -0.86220
H  0.45137  1.96455  -1.86006
H  -1.46732  0.05418  -0.47963
H  -0.75935  -0.02831  -2.12884
O  0.35564  4.55804  -1.72652
C  -0.62386  5.26584  -1.76638
O  -1.67284  5.16400  -0.90610
C  -2.70310  6.07660  -1.30512
C  -2.00407  7.12701  -2.13287
C  -0.88672  6.34162  -2.78294
H  -3.45385  5.52577  -1.88000
H  -3.17818  6.50392  -0.42205
H  -2.66480  7.62245  -2.84649
H  -1.57982  7.89447  -1.47702
H  -1.20650  5.87718  -3.71920
H  -0.00107  6.95812  -2.94058
O  -2.10660  -0.07501  -3.49114
C  -1.68858  -0.24808  -4.61136
O  -2.24260  0.30139  -5.72570
C  -1.56832  -0.19709  -6.88540
C  -0.21886  -0.66018  -6.39218
C  -0.52631  -1.12514  -4.98640
H  -2.15973  -1.01490  -7.30820
H  -1.48064  0.59708  -7.62953
H  0.22802  -1.43223  -7.02180
H  0.47358  0.18760  -6.35517
H  -0.84603  -2.16995  -4.96352
H  0.31956  -0.96537  -4.31600
O  -4.89306  9.26751  -0.57703
C  -5.51804  8.43067  0.02891
O  -5.29660  7.08998  -0.07460
C  -6.28246  6.38802  0.69088
C  -6.78473  7.38767  1.70430
C  -6.66798  8.69795  0.95924
H  -7.07286  6.04869  0.01438
H  -5.82688  5.51719  1.16735
H  -7.79457  7.17279  2.05647
H  -6.11940  7.39979  2.57416
H  -7.56235  8.91173  0.36887
H  -6.44390  9.52489  1.63346
O  4.57853  -11.68991  0.83793
C  4.37112  -10.50826  0.95107
O  5.15714  -9.65977  1.67407
C  4.56188  -8.35838  1.68442
C  3.65535  -8.32576  0.47744
C  3.20264  -9.76434  0.36732
H  4.01061  -8.23401  2.62181
H  5.34274  -7.59642  1.62955
H  2.83304  -7.61409  0.57591
H  4.23272  -8.05359  -0.41299
H  2.31574  -9.95974  0.97496
H  3.03118  -10.05351  -0.67001
O  2.90645  -7.87211  7.07101
C  3.84525  -8.42800  6.55679
O  3.75602  -9.20276  5.43915
C  5.03193  -9.79227  5.16906
C  6.03561  -8.90531  5.86550
C  5.25958  -8.41208  7.06654
H  5.03541  -10.81302  5.56332
H  5.19894  -9.82932  4.09084
H  6.96129  -9.42324  6.12394
H  6.29190  -8.05750  5.22080
H  5.34111  -9.09746  7.91370
H  5.56221  -7.40481  7.35444
O  -8.52814  8.96186  3.63217
C  -8.24113  9.97023  4.23196
O  -9.04448  11.06584  4.31048
C  -8.35286  12.11187  5.00015
C  -7.29026  11.41564  5.81545
C  -6.94643  10.22162  4.95361
H  -7.92730  12.79601  4.25963
H  -9.05417  12.66377  5.62930
H  -6.43414  12.05409  6.04208
H  -7.71602  11.07278  6.76439
H  -6.16989  10.45776  4.22147
H  -6.65891  9.35994  5.55702

Atoms 1-6, force components in eV/Å:
-6.073 2.361 -0.478
3.807 -1.478 0.958
-2.245 1.171 -0.177
0.308 2.592 -0.677
4.841 0.938 -0.757
0.052 3.341 -0.312

Calculated values
* HOMO: -0.4190 Eh
* frontier orbital gap: 6.18 eV
* charge: +1

Mulliken population analysis, charges in e, atoms 1 to 2: number 1, C, carries -0.056; number 2, C, carries -0.603


| no. | electronic energy (Eh) |
| --- | --- |
| 1 | -3697.740799 |
| 2 | -2962.979513 |